No. 1
Below is a cluster of 8 separate species, C9H31FN10O9 in total at a distorted geometry, with properties calculated with wB97M-V/def2-TZVPD.

XYZ file:
```
60
Properties=species:S:1:pos:R:3
O -0.285 0.493 0.596
H -0.386 0.003 1.415
H -1.042 1.002 0.297
H -0.029 -0.085 -0.126
F -0.037 -0.912 -1.413
C 4.198 -1.441 4.141
C 2.931 -1.189 3.517
O 2.530 -2.359 2.888
C 1.416 -2.383 2.122
O 0.642 -1.467 2.085
O 1.200 -3.588 1.643
C 0.113 -3.794 0.716
H 4.451 -0.611 4.801
H 5.006 -1.526 3.414
H 4.063 -2.293 4.808
H 3.143 -0.510 2.691
H 2.175 -0.786 4.190
H 0.504 -4.341 -0.142
H -0.342 -2.911 0.267
H -0.788 -4.228 1.151
C 2.887 -1.995 -3.292
O 3.946 -2.162 -3.764
N 2.764 -1.149 -2.248
N 1.741 -2.455 -3.459
H 1.851 -0.903 -1.894
H 3.515 -0.566 -1.907
H 1.589 -3.133 -4.192
H 0.943 -2.097 -2.954
C 1.102 2.444 -2.428
O 0.625 2.833 -1.389
N 1.878 3.113 -3.167
N 0.753 1.350 -2.977
H 2.062 4.092 -2.998
H 2.229 2.617 -3.973
H 0.250 0.628 -2.482
H 1.108 1.209 -3.912
C -2.075 1.907 4.103
O -1.338 1.524 3.192
N -1.701 2.579 5.198
N -3.351 1.760 4.151
H -0.710 2.692 5.353
H -2.395 3.064 5.749
H -3.891 1.262 3.457
H -3.635 1.958 5.099
C -2.719 -1.632 -3.336
O -3.732 -2.034 -3.961
N -1.895 -2.439 -2.736
N -2.531 -0.382 -3.059
H -1.205 -1.981 -2.158
H -1.738 -3.422 -2.906
H -1.757 -0.219 -2.431
H -3.050 0.331 -3.551
C -2.586 2.497 -0.499
O -2.427 1.332 -0.376
N -2.722 3.307 0.521
N -2.492 3.163 -1.618
H -3.037 4.250 0.344
H -3.043 2.901 1.389
H -2.518 2.568 -2.434
H -2.164 4.113 -1.516
```

* orbital gap (spin up / spin down): 1.954 / 9.157 eV
* LUMO energy (spin up / spin down): 0.0852 / 0.0838 hartree
* <S²>: 0.750
* total charge: -1
* spin multiplicity: 2

---

No. 2
Below is a cluster of 3 separate species, C5H16N2O2 in total at a distorted geometry, with properties calculated with wB97M-V/def2-TZVPD.

XYZ file:
```
25
Properties=species:S:1:pos:R:3
C -0.906 -0.908 2.833
C -0.339 -0.376 1.537
C -0.827 1.019 1.094
C -0.673 1.283 -0.361
C 0.118 2.263 -0.802
N 0.408 2.517 -2.195
N -1.357 0.430 -1.266
H -1.713 -1.629 2.664
H -1.325 -0.199 3.545
H -0.149 -1.547 3.297
H -0.585 -1.032 0.698
H 0.746 -0.328 1.448
H -1.867 1.144 1.470
H -0.528 1.806 1.795
H 0.679 2.904 -0.138
H 1.277 2.020 -2.390
H -0.248 2.012 -2.787
H -0.800 -0.173 -1.858
H -1.964 -0.133 -0.705
H 1.158 -2.762 0.532
H 1.640 -2.659 -0.885
O 1.831 -3.120 -0.058
H 2.269 -1.482 -2.590
H 1.693 -0.074 -2.323
O 1.463 -0.975 -2.556
```

* orbital gap: 8.515 eV
* LUMO energy: 0.0141 hartree
* relative energy (zero: lowest compared OMol25 entry of this formula, charge and spin): 38.2 kcal per mole
* SMILES string: CCC/C(N)=C/N.O.O

---

No. 3
Below is a cluster of 13 separate species, C18H58N2O12P in total at a distorted geometry, with properties calculated with wB97M-V/def2-TZVPD.

XYZ file:
```
91
Properties=species:S:1:pos:R:3
N 2.177 -1.226 2.451
C 1.420 -0.757 1.294
P 2.415 0.485 0.368
C 2.034 2.104 1.138
C 2.096 2.157 2.504
C 1.769 3.370 3.087
C 1.422 4.364 2.219
C 1.422 4.223 0.853
N 1.735 3.063 0.287
H 2.992 -1.754 2.164
H 1.585 -1.792 3.046
H 1.025 -1.547 0.642
H 0.556 -0.212 1.684
H 2.041 0.444 -0.981
H 3.786 0.215 0.523
H 2.357 1.292 3.102
H 1.779 3.516 4.156
H 1.131 5.336 2.631
H 1.153 5.057 0.215
C -1.363 6.656 4.552
O -0.014 6.252 4.253
H -1.986 5.767 4.593
H -1.402 7.164 5.509
H -1.730 7.318 3.765
H 0.519 7.053 4.223
C -1.235 -3.027 -1.220
O -0.279 -3.917 -0.630
H -1.031 -2.019 -0.866
H -1.142 -3.054 -2.306
H -2.245 -3.316 -0.924
H -0.477 -4.801 -0.958
C -2.458 8.410 8.096
O -2.969 7.559 7.071
H -1.436 8.676 7.837
H -3.056 9.321 8.169
H -2.460 7.894 9.058
H -3.872 7.331 7.309
C -2.228 0.444 -2.689
O -0.874 0.053 -2.950
H -2.841 -0.452 -2.639
H -2.284 0.975 -1.736
H -2.594 1.088 -3.492
H -0.351 0.860 -2.990
C 2.577 -6.453 -1.560
O 2.430 -5.139 -2.095
H 3.140 -7.048 -2.274
H 3.120 -6.425 -0.612
H 1.598 -6.917 -1.405
H 1.930 -4.622 -1.456
C 0.683 -6.502 2.000
O -0.679 -6.076 1.987
H 0.842 -7.123 2.875
H 0.907 -7.086 1.103
H 1.350 -5.635 2.051
H -0.801 -5.528 1.207
C 1.734 7.024 -2.281
O 2.466 5.814 -2.462
H 1.741 7.567 -3.222
H 0.698 6.808 -2.002
H 2.199 7.642 -1.509
H 2.455 5.342 -1.627
C -0.276 1.966 -6.170
O -0.382 0.551 -6.058
H 0.222 2.197 -7.107
H -1.268 2.428 -6.171
H 0.315 2.375 -5.343
H -0.824 0.360 -5.225
C -2.222 5.608 -0.060
O -2.287 5.517 1.359
H -3.173 5.992 -0.418
H -1.425 6.292 -0.365
H -2.046 4.622 -0.501
H -1.442 5.178 1.668
C 4.222 -7.076 4.037
O 3.192 -7.893 3.488
H 4.059 -6.055 3.697
H 4.188 -7.098 5.129
H 5.203 -7.414 3.695
H 3.344 -8.791 3.794
C -1.069 -4.128 -5.011
O -2.431 -3.697 -5.004
H -0.904 -4.759 -4.140
H -0.860 -4.704 -5.915
H -0.406 -3.261 -4.961
H -2.563 -3.142 -5.779
C -4.177 -7.241 -4.934
O -4.371 -5.911 -5.394
H -4.935 -7.873 -5.389
H -3.187 -7.608 -5.225
H -4.279 -7.291 -3.845
H -3.696 -5.355 -4.987
```

* orbital gap: 7.950 eV
* LUMO energy: -0.1195 hartree
* total charge: +1

---

No. 4
Below is a structure of composition C15H25BaN5O5 at a distorted geometry, with properties calculated with wB97M-V/def2-TZVPD.

XYZ file:
```
51
Properties=species:S:1:pos:R:3
O 4.204 2.048 -2.437
H 4.492 2.494 -3.260
Ba 0.879 -0.105 -0.082
N -1.734 -0.683 -1.453
N 0.606 -0.670 -2.528
O -3.081 -0.705 -0.889
O 1.931 -0.759 -3.020
C -1.701 -1.135 -2.698
C -0.395 -1.201 -3.282
C -2.913 -1.574 -3.479
C -0.118 -1.747 -4.646
H -3.824 -1.125 -3.081
H -3.027 -2.684 -3.462
H -2.811 -1.294 -4.562
H 0.928 -2.063 -4.729
H -0.306 -0.972 -5.430
H -0.790 -2.619 -4.881
H -3.027 -0.411 0.018
H 2.519 -0.175 -2.511
O 0.238 -2.780 -0.022
H -0.613 -2.438 -0.411
H 0.847 -2.553 -0.760
C 2.926 2.577 -2.075
H 2.787 2.297 -1.027
H 2.156 2.063 -2.659
H 2.860 3.680 -2.200
O -1.025 2.115 -0.778
H -1.507 1.377 -1.201
H -1.228 1.966 0.173
N 0.681 -0.181 3.437
C 1.195 1.087 3.035
C 1.973 1.898 3.886
C 2.391 3.120 3.379
C 2.161 3.517 2.062
C 1.473 2.629 1.235
N 0.953 1.494 1.785
C -0.589 -0.835 3.279
C -1.144 -1.449 4.435
C -2.284 -2.216 4.321
C -2.809 -2.433 3.036
C -2.173 -1.841 1.940
N -1.104 -1.001 2.047
H 0.991 -0.339 4.385
H 2.073 1.531 4.914
H 2.903 3.806 4.031
H 2.434 4.478 1.623
H 1.196 2.801 0.185
H -0.637 -1.245 5.388
H -2.774 -2.654 5.201
H -3.690 -3.051 2.852
H -2.493 -2.041 0.919
```

* orbital gap (spin up / spin down): 3.925 / 5.786 eV
* LUMO energy (spin up / spin down): 0.0002 / -0.0045 hartree
* relative energy (zero: lowest compared OMol25 entry of this formula, charge and spin): 0.0 kcal per mole

---

No. 5
Below is an isolated molecule of C3H7NOS, with properties calculated with wB97M-V/def2-TZVPD.

XYZ file:
```
13
Properties=species:S:1:pos:R:3
C 0.245 0.120 0.406
C -0.976 0.883 0.763
C 2.209 -0.173 -0.813
N 1.084 0.597 -0.392
O -2.508 -1.165 0.021
S -2.218 0.402 -0.484
H 0.291 -0.905 0.801
H -3.458 -1.286 0.127
H -1.359 0.636 1.751
H -0.855 1.956 0.637
H 3.118 0.352 -0.513
H 2.223 -1.193 -0.401
H 2.204 -0.223 -1.903
```

* orbital gap: 9.157 eV
* LUMO energy: 0.0196 hartree
* relative energy (zero: lowest compared OMol25 entry of this formula, charge and spin): 46.9 kcal per mole
* SMILES string: C/N=C/CSO

---

No. 6
Below is an isolated molecule of C3H6O3 at a distorted geometry, with properties calculated with wB97M-V/def2-TZVPD.

XYZ file:
```
12
Properties=species:S:1:pos:R:3
C -0.985 -0.643 -0.623
C 0.198 -0.250 1.250
C 0.714 0.826 -0.747
H -0.889 -1.250 -1.477
H -2.021 -0.637 -0.386
H -0.666 0.318 1.628
H 0.813 -0.524 2.051
H 1.106 1.780 -0.915
H 1.155 -0.066 -1.149
O -0.288 -1.266 0.400
O 1.094 0.641 0.615
O -0.688 0.723 -0.894
```

* orbital gap: 10.948 eV
* LUMO energy: 0.0361 hartree
* relative energy (zero: lowest compared OMol25 entry of this formula, charge and spin): 58.1 kcal per mole
* SMILES string: C1OCOCO1